Record 1
C3H4NO | ωB97M-V/def2-TZVPD

Computed properties:
* E: -6698.933 eV
* gap between HOMO and LUMO: 0.2734 Eh
* structure (SMILES): C1#[N+]OCC1
* energy relative to the best compared isomer or geometry (same formula, charge and spin): 5.738 eV

```
! RIJCOSX wB97M-V def2-TZVPD def2/J DEFGRID3
* xyz 1 1
O -1.2467 -0.9551 0.0174
N -1.8906 0.1947 0.0001
C 0.2439 -0.7579 -0.0189
C -1.0307 1.0522 -0.0218
C 0.5970 0.7414 0.0227
H 0.5853 -1.2394 -0.9434
H 1.0066 1.1245 0.9561
H 0.6422 -1.3048 0.8442
H 1.0929 1.1444 -0.8563
*
```


Record 2
C21H60FNO25 | ωB97M-V/def2-TZVPD

Computed properties:
* E: -78145.898 eV
* gap between HOMO and LUMO: 0.3194 Eh

```
! RIJCOSX wB97M-V def2-TZVPD def2/J DEFGRID3
* xyz 0 1
F 0.2196 -2.8896 1.6655
O 4.0734 -0.5312 -4.0740
O -5.6808 2.5006 -4.3267
O 1.2475 -1.2106 3.5397
O 7.1209 -1.1134 -3.5164
O -2.4411 2.0885 -3.9425
O -6.3194 2.8406 -1.4505
O -1.1610 0.3241 0.5762
O 2.9392 6.5614 -3.2212
O -6.2273 2.5609 1.8280
O -7.0399 0.6832 3.5983
O -5.0746 5.9802 -1.3275
O 6.3069 -3.1156 7.1894
O 4.4647 1.0278 0.5548
O 1.9418 -5.8074 5.3253
O 7.5425 -1.5498 2.2507
O 0.3331 -4.4393 7.7615
O -6.3591 5.7493 2.1068
O 4.4049 1.7293 -2.1587
O -3.7145 2.3930 0.5499
O 4.2615 -3.7244 5.0312
O -3.4185 5.5062 1.3122
O -9.3377 0.5166 5.3258
O 5.7612 -5.1717 -3.8527
O 2.9528 4.2549 -1.4423
O -2.5192 0.4499 -2.4021
N 3.8445 -0.4734 -1.8210
C 2.1923 -1.2278 2.7807
C 1.0499 -2.2906 0.8151
C -2.2309 1.7017 -2.8126
C -1.8395 -2.3242 -2.6471
C 4.4619 -0.3966 2.4324
C 2.9616 -0.8592 0.4147
C 2.1222 1.3497 -2.6153
C -1.6442 2.6277 -1.7393
C 2.8640 -1.0815 -0.9586
C 4.0343 -1.1860 -3.0458
C 0.9308 -2.4768 -0.5456
C 3.5139 0.9185 -2.1804
C -0.1865 -3.3783 -1.0503
C 1.8226 -1.8808 -1.4015
C 3.6042 -0.9905 3.2470
C -1.5608 -2.6564 -1.1668
C -3.2919 -1.7508 -2.8139
C 4.2409 -2.6814 -3.1334
C 4.0136 0.0240 1.0542
C -3.1951 -0.3334 -3.4053
C 2.0548 -1.4665 1.2798
H 2.6989 7.4779 -3.0530
H -6.1723 6.5387 1.5909
H 2.0555 -6.5148 5.9694
H 6.3859 -3.5042 6.3100
H -2.5727 -0.3896 -4.3037
H 7.2258 -0.5434 -2.7474
H -2.0559 2.4097 -0.7411
H 7.1216 -3.3682 7.6341
H -1.9015 3.6406 -2.0578
H -10.1285 0.3044 4.8219
H -5.3351 5.1297 -1.6927
H 1.5839 0.5076 -3.0684
H -6.5797 1.9901 -1.8188
H 3.5781 3.5180 -1.4120
H 0.7418 -5.1101 7.2047
H 1.5570 1.8491 -1.8249
H -4.6090 2.2228 0.2283
H 8.2323 -2.1795 2.4815
H -3.6829 4.6517 0.9422
H 6.7191 -0.5391 -4.1783
H -6.4954 3.4595 2.0698
H 6.5891 -5.3836 -3.4094
H 3.4161 -3.0717 -3.7480
H 7.9572 -0.9728 1.6007
H -1.7847 -3.2359 -3.2539
H 3.4894 5.0128 -1.7045
H -3.3409 6.0772 0.5417
H 1.6994 -2.0819 -2.4650
H -2.3339 -3.3706 -0.8495
H -3.7970 -1.7439 -1.8425
H -4.8635 2.2482 -3.8731
H 5.4749 -0.2165 2.7830
H -5.5967 5.6696 2.6908
H -1.5937 -1.7674 -0.5252
H -4.9908 6.5530 -2.0969
H 4.1852 -3.7867 5.9907
H 3.8531 -1.3415 4.2460
H -6.4512 1.4410 3.7110
H 5.1527 -2.9502 -3.6635
H -0.5606 2.4828 -1.7187
H -1.8499 0.2114 1.2391
H -7.0450 2.0526 1.8673
H 0.6689 -3.6093 7.4091
H 4.1814 -3.2113 -2.1767
H -0.4506 -0.2578 0.8709
H -6.2362 3.4107 -2.2219
H 3.3669 -3.8927 4.7162
H -1.0761 -1.6129 -2.9911
H -5.5586 2.1723 -5.2227
H -0.2798 -4.2328 -0.3699
H 2.1183 6.0721 -3.0921
H -3.7793 2.2552 1.4999
H 1.6704 -6.2640 4.5221
H -3.8255 -2.3924 -3.5245
H 5.8251 -5.6237 -4.7002
H 0.1642 -3.7849 -2.0091
H -4.1851 0.0791 -3.6294
H -6.6922 0.0208 4.2072
H -8.6087 0.3592 4.7069
H 2.2739 2.0881 -3.4084
*
```


Record 3
C25H44O2P2W | ωB97M-V/def2-TZVPD

Computed properties:
* E: -51116.392 eV
* gap between HOMO and LUMO (alpha / beta): 0.1373 / 0.1565 Eh
* energy relative to the best compared isomer or geometry (same formula, charge and spin): 0.000 eV

```
! RIJCOSX wB97M-V def2-TZVPD def2/J DEFGRID3
* xyz 2 3
W -0.9334 0.5080 0.9566
P 1.0419 0.9513 -0.1681
P -0.6827 -1.8330 1.1869
O 2.0395 -0.3543 2.9615
O 3.2929 -0.3085 4.8799
C -2.5518 1.8643 1.1470
C 1.9704 -2.8373 -3.1890
C -2.7050 0.8453 2.1578
C -3.5115 2.1240 0.0404
C -0.8906 3.8786 0.8513
C 1.3382 -0.8030 -0.5250
C -1.4010 0.2058 4.3345
C 0.3310 -1.0787 -4.9887
C 0.4613 2.4679 3.3531
C -0.6389 -2.7672 2.7050
C -1.8844 -2.5687 0.0629
C 1.0649 0.2906 -5.0610
C -1.5722 0.9222 3.0349
C 1.9130 0.6106 -3.8767
C 2.5924 1.6960 0.2924
C -0.7212 1.9720 2.5891
C 2.5859 -0.3144 -3.1656
C -3.8791 -0.0467 2.3303
C -1.3305 2.5931 1.4573
C 2.8839 -1.6867 -3.6772
C 0.1175 1.7771 -1.5040
C 1.0214 -1.8749 0.5359
C 0.5391 -2.4679 -2.9229
C 2.3243 -0.6276 4.1677
C -0.1460 -1.5552 -3.6533
H -1.1421 -1.2346 -3.3555
H 0.9601 -1.8421 -5.4709
H 1.6669 0.2873 -5.9902
H 0.2254 2.8641 -1.4095
H 0.3173 1.0927 -5.1826
H -3.1348 2.8524 -0.6766
H -0.5686 -0.9415 -5.6034
H 0.0563 -3.0524 -2.1355
H 0.8231 -1.0199 -1.4658
H -1.5758 0.9082 5.1686
H 2.0319 -3.6326 -3.9546
H -0.3739 -0.1855 4.4508
H 0.5165 1.4490 -2.4669
H -2.1428 -0.5869 4.4467
H 3.1142 -0.0167 -2.2611
H 1.1215 -2.8884 0.1169
H 2.9011 -1.6716 -4.7754
H -1.3026 4.7099 1.4427
H 0.2140 -2.4230 3.3130
H -4.3413 -0.2982 1.3772
H -0.5221 -3.8407 2.4671
H 2.1021 1.6793 -3.7238
H 2.3877 -3.2632 -2.2613
H 0.8389 3.3966 2.9289
H 2.4261 2.7745 0.4224
H -2.8572 -2.5895 0.5878
H 1.2576 1.7094 3.4029
H 0.1660 2.6759 4.3932
H 3.8976 -1.9399 -3.3361
H -1.5839 -2.6092 3.2502
H 1.7182 -1.7676 1.3845
H -4.6401 0.4569 2.9344
H 2.4128 -0.8627 -0.7379
H -1.5653 -3.6016 -0.1664
H -1.2461 4.0011 -0.1742
H 0.1995 4.0028 0.8576
H 3.3426 1.5102 -0.4866
H -2.0058 -1.9947 -0.8744
H -3.7879 1.2240 -0.5167
H -0.9648 1.5590 -1.4975
H 1.5470 -1.2725 4.6552
H 2.8844 1.2450 1.2472
H -3.6316 -0.9644 2.8649
H -4.4113 2.5188 0.4973
*
```


Record 4
C5H11NO2 | ωB97M-V/def2-TZVPD

Computed properties:
* E: -10946.133 eV
* gap between HOMO and LUMO: 0.3599 Eh
* structure (SMILES): CO[C@H](C)N(C)C=O
* energy relative to the best compared isomer or geometry (same formula, charge and spin): 3.134 eV

```
! RIJCOSX wB97M-V def2-TZVPD def2/J DEFGRID3
* xyz 0 1
O 2.2578 0.4276 -1.5720
O 0.6792 0.1097 1.3204
N 0.0818 -0.0730 -0.9348
C 1.2379 1.2788 1.8737
C -0.5394 -0.7027 -2.0854
C -0.6065 0.2000 0.2310
C -1.7250 -0.7083 0.6631
C 1.5179 -0.1763 -0.8134
H -1.4371 -1.7601 0.6018
H -0.8510 1.2617 0.2638
H -2.0243 -0.4866 1.6902
H -2.6134 -0.5671 0.0381
H 1.6656 1.9200 1.0923
H 0.0804 -0.5735 -2.9747
H 1.9343 -1.0022 -0.2185
H 0.4807 1.8369 2.4370
H -0.6894 -1.7651 -1.8707
H 2.0465 1.0056 2.5636
H -1.4961 -0.2254 -2.3054
*
```


Record 5
C3H9NO3 | ωB97M-V/def2-TZVPD

Computed properties:
* E: -10888.234 eV
* gap between HOMO and LUMO: 0.3717 Eh
* structure (SMILES): O=CCNCO.O
* energy relative to the best compared isomer or geometry (same formula, charge and spin): 2.348 eV

```
! RIJCOSX wB97M-V def2-TZVPD def2/J DEFGRID3
* xyz 0 1
O 0.6168 0.2946 0.6272
O 6.1299 -0.9543 0.3854
O -3.3819 -1.2602 -1.6059
N -1.6049 0.9140 0.2527
C -0.7074 0.1185 1.1030
C -1.8534 0.4411 -1.1152
C -3.2464 -0.1283 -1.2172
H -1.0933 -0.8862 1.1851
H -1.7311 1.3338 -1.7196
H 6.2470 -1.6488 1.0438
H 6.7944 -0.3195 0.6892
H -3.9937 0.5225 -0.7057
H -1.2145 -0.3673 -1.4425
H -0.6554 0.5871 2.0763
H -1.2578 1.8726 0.2002
H 0.9518 -0.5197 0.2433
*
```


Record 6
C2H3FOS | ωB97M-V/def2-TZVPD

Computed properties:
* E: -17720.054 eV
* gap between HOMO and LUMO: 0.3251 Eh
* energy relative to the best compared isomer or geometry (same formula, charge and spin): 2.796 eV

```
! RIJCOSX wB97M-V def2-TZVPD def2/J DEFGRID3
* xyz 0 1
S 1.1324 -0.8835 0.0384
F -1.6273 -0.8320 -0.1593
O 0.5150 1.5874 -0.1473
C 0.2526 0.4031 -0.0617
C -1.2128 0.4186 0.1807
H -1.7661 1.2791 -0.4577
H -1.4860 0.6469 1.4772
H 1.4208 2.0682 0.2636
*
```


Question: The lowest E belongs to which entry?
Answer: C21H60FNO25


Question: Among the records above, which one has the lowest E?
Answer: C21H60FNO25


Please write out number 4 again, unchanged.
C5H11NO2 | ωB97M-V/def2-TZVPD

Computed properties:
* E: -10946.133 eV
* gap between HOMO and LUMO: 0.3599 Eh
* structure (SMILES): CO[C@H](C)N(C)C=O
* energy relative to the best compared isomer or geometry (same formula, charge and spin): 3.134 eV

```
! RIJCOSX wB97M-V def2-TZVPD def2/J DEFGRID3
* xyz 0 1
O 2.2578 0.4276 -1.5720
O 0.6792 0.1097 1.3204
N 0.0818 -0.0730 -0.9348
C 1.2379 1.2788 1.8737
C -0.5394 -0.7027 -2.0854
C -0.6065 0.2000 0.2310
C -1.7250 -0.7083 0.6631
C 1.5179 -0.1763 -0.8134
H -1.4371 -1.7601 0.6018
H -0.8510 1.2617 0.2638
H -2.0243 -0.4866 1.6902
H -2.6134 -0.5671 0.0381
H 1.6656 1.9200 1.0923
H 0.0804 -0.5735 -2.9747
H 1.9343 -1.0022 -0.2185
H 0.4807 1.8369 2.4370
H -0.6894 -1.7651 -1.8707
H 2.0465 1.0056 2.5636
H -1.4961 -0.2254 -2.3054
*
```


Question: Which of these has the lowest E?
Answer: C21H60FNO25